{"formula": "C4H7NO2", "method": "ωB97M-V with the def2-TZVPD basis set", "elements": ["O", "O", "N", "C", "C", "C", "C", "H", "H", "H", "H", "H", "H", "H"], "positions_angstrom": [[0.04615, -1.85923, 0.91204], [0.34668, 0.82086, -2.34110], [-1.85587, -0.64655, 0.64325], [0.24552, 0.40353, 0.06423], [1.76478, 0.33988, 0.17124], [-0.48994, -0.80399, 0.64040], [-0.29042, 0.48157, -1.37971], [-2.28897, 0.26109, 0.71137], [2.22149, 1.04523, -0.52883], [-1.36034, 0.17514, -1.43539], [-2.41724, -1.44979, 0.87342], [-0.14416, 1.31513, 0.54867], [2.10518, 0.58533, 1.18218], [2.11715, -0.66822, -0.06177]], "multiplicity": 1, "smiles": "C[C@@H](C=O)C(N)=O", "de_lowest_ev": 0.635, "lumo_energy_ev": 0.6}


{"formula": "C4H7NO2", "method": "ωB97M-V with the def2-TZVPD basis set", "elements": ["O", "O", "N", "C", "C", "C", "C", "H", "H", "H", "H", "H", "H", "H"], "positions_angstrom": [[1.43938, 1.45212, 0.54607], [-1.95878, 0.11868, 0.01132], [-0.68890, -2.33841, 0.43342], [1.49051, 1.28655, -0.83511], [0.16713, 1.30926, 0.00547], [-0.57385, 0.05196, 0.16345], [0.00110, -1.14053, 0.39254], [-2.23966, 1.03770, 0.01910], [1.98006, 0.37961, -1.17220], [-0.24770, -3.10665, 0.91437], [-1.69024, -2.22781, 0.50236], [1.07632, -1.21146, 0.41898], [-0.42635, 2.22399, 0.04451], [1.67099, 2.16500, -1.44427]], "multiplicity": 1, "smiles": "N/C=C(\\O)[C@@H]1CO1", "de_lowest_ev": 3.013, "lumo_energy_ev": 0.8}